1.
DFT (wB97M-V/def2-TZVPD) results for C12H30N6O6Zn as an isolated structure in a non-equilibrium geometry.

Values from the calculation:
Net charge: +2
DFT total energy (hartree): -3033.90309
Energy relative to the best compared isomer or geometry (same formula, charge and spin) (eV): 10.9262

Element x y z (Å)
Zn 0.429 0.284 0.340
O 1.337 0.834 -3.234
C 1.226 0.711 -4.448
N 0.379 1.535 -5.144
C 2.208 -0.152 -5.259
H -0.156 2.047 -4.456
H 0.472 1.822 -6.108
H 1.667 -0.548 -6.119
H 2.531 -1.067 -4.764
H 3.026 0.451 -5.653
O -3.117 1.164 -0.906
C -4.017 1.588 -1.587
N -4.003 2.858 -1.914
C -4.990 0.674 -2.282
H -3.232 3.286 -1.421
H -4.490 3.249 -2.707
H -5.912 0.754 -1.707
H -4.586 -0.318 -2.485
H -5.294 1.200 -3.186
O 3.877 0.205 0.891
C 5.088 0.341 0.735
N 5.875 -0.313 1.552
C 5.502 1.277 -0.331
H 6.787 0.011 1.840
H 5.428 -0.854 2.279
H 5.638 0.744 -1.272
H 6.353 1.808 0.096
H 4.754 2.057 -0.474
O -0.352 3.466 2.301
C -1.046 4.136 3.082
N -2.186 3.736 3.496
C -0.541 5.434 3.580
H -2.575 2.837 3.249
H -2.667 4.419 4.063
H -0.579 6.134 2.745
H 0.471 5.344 3.976
H -1.046 5.899 4.427
O -0.851 -1.568 3.285
C -1.460 -2.206 4.166
N -0.999 -2.295 5.369
C -2.668 -2.976 3.765
H -1.504 -2.832 6.060
H -0.138 -1.830 5.617
H -3.415 -3.111 4.547
H -2.351 -3.936 3.358
H -3.127 -2.467 2.917
O 0.480 -3.154 -0.906
C 0.345 -4.280 -1.334
N -0.183 -4.579 -2.474
C 0.979 -5.386 -0.624
H -0.231 -5.524 -2.829
H -0.740 -3.867 -2.924
H 1.190 -5.111 0.409
H 1.975 -5.603 -1.011
H 0.439 -6.332 -0.591



2.
DFT (wB97M-V/def2-TZVPD) results for a 5-piece molecular cluster, C12H30O12S2 overall in a non-equilibrium geometry.

Values from the calculation:
SMILES string: O=S1(=O)CCCC1.O=S1(=O)OCCO1.OCCO.OCCO.OCCO
DFT total energy (hartree): -2174.25201
Energy relative to the best compared isomer or geometry (same formula, charge and spin) (eV): 0.1652

Element x y z (Å)
O 6.918 1.683 -23.794
S 7.130 0.306 -24.106
O 6.119 -0.729 -24.102
C 7.895 0.368 -25.798
C 9.249 -0.359 -25.563
C 9.735 -0.109 -24.179
C 8.578 -0.444 -23.216
H 8.011 1.393 -26.147
H 7.152 0.020 -26.516
H 9.295 -1.378 -25.948
H 9.974 0.054 -26.265
H 10.006 0.932 -24.005
H 10.579 -0.724 -23.867
H 8.555 -0.026 -22.210
H 8.342 -1.508 -23.239
O -5.578 7.891 -18.391
S -6.688 8.557 -19.068
O -6.909 8.062 -20.366
O -8.091 8.348 -18.210
C -8.484 9.405 -17.480
C -7.726 10.581 -17.991
O -6.893 10.207 -19.070
H -9.571 9.380 -17.563
H -8.162 9.305 -16.444
H -7.025 10.912 -17.224
H -8.276 11.486 -18.251
O -2.637 -0.126 -30.053
C -3.509 -1.198 -30.077
C -5.062 -0.820 -30.256
O -5.282 0.042 -31.312
H -2.104 0.064 -30.829
H -3.191 -1.791 -30.935
H -3.363 -1.707 -29.125
H -5.524 -0.399 -29.362
H -5.791 -1.630 -30.261
H -4.990 0.904 -31.007
O -0.877 5.446 -28.736
C -1.599 6.505 -29.269
C -2.464 7.405 -28.236
O -1.817 8.509 -27.607
H -1.336 4.613 -28.868
H -1.115 7.179 -29.975
H -2.306 5.955 -29.891
H -2.796 6.754 -27.427
H -3.269 7.882 -28.796
H -1.614 9.071 -28.358
O -2.943 0.291 -23.241
C -1.588 0.679 -23.457
C -1.023 1.816 -22.475
O -1.667 3.127 -22.521
H -3.228 -0.446 -23.785
H -1.109 -0.291 -23.328
H -1.506 0.994 -24.497
H 0.032 1.993 -22.687
H -1.054 1.409 -21.464
H -2.585 2.888 -22.374



3.
DFT (wB97M-V/def2-TZVPD) results for C12H31AsF6N2O6Zn as an isolated structure in a non-equilibrium geometry.

Values from the calculation:
DFT total energy (hartree): -5650.82400
Energy relative to the best compared isomer or geometry (same formula, charge and spin) (eV): 11.2271

Element x y z (Å)
Zn 0.868 1.933 0.508
O 1.882 3.278 -2.167
H 2.294 3.308 -3.052
As -1.350 -0.768 5.118
F -0.800 0.200 3.730
F -2.350 0.536 5.817
F -1.716 -1.852 6.483
F -0.373 -2.162 4.479
F 0.123 -0.061 6.008
F -2.803 -1.321 4.142
C 3.975 4.401 3.960
C 2.739 3.982 3.157
C 1.869 5.121 2.574
O 0.734 4.471 2.010
C -0.352 5.291 1.650
N 3.129 2.974 2.231
H 3.654 4.883 4.884
H 4.601 5.077 3.378
H 4.578 3.558 4.299
H 2.148 3.539 3.959
H 2.284 5.676 1.732
H 1.472 5.808 3.321
H -0.390 6.047 2.434
H -1.279 4.720 1.689
H -0.296 5.698 0.640
H 3.329 2.134 2.757
H 4.057 3.188 1.894
C 3.665 -2.259 -2.074
C 2.165 -2.418 -2.017
C 1.740 -3.908 -2.005
O 0.296 -3.948 -2.259
C -0.237 -5.229 -2.630
N 1.698 -1.865 -0.750
H 3.807 -1.206 -2.317
H 4.158 -2.897 -2.808
H 4.215 -2.535 -1.174
H 1.594 -2.075 -2.880
H 1.917 -4.396 -1.046
H 2.338 -4.444 -2.741
H 0.079 -5.950 -1.877
H 0.052 -5.650 -3.593
H -1.320 -5.128 -2.697
H 0.898 -2.477 -0.681
H 2.282 -2.228 -0.012
C -5.584 -2.986 -2.078
C -4.803 -1.719 -1.742
O -4.145 -1.151 -2.785
C -3.141 -0.237 -2.506
O -2.854 0.275 -1.437
O -2.473 0.092 -3.682
C -2.790 -0.476 -5.000
H -4.986 -3.895 -2.024
H -5.843 -3.080 -3.132
H -6.469 -3.089 -1.450
H -4.165 -2.005 -0.906
H -5.530 -1.002 -1.359
H -3.571 0.193 -5.361
H -3.044 -1.529 -4.882
H -1.979 -0.438 -5.727